Record 1
Here is a structure of composition C5H5O4Yb at a distorted geometry from the OMol25 dataset. Energies are from ωB97M-V/def2-TZVPD.

As for the HOMO-LUMO gap (spin up / spin down): 5.082 / 6.322 eV. The energy relative to the best compared isomer or geometry (same formula, charge and spin) is 0.0 kcal/mol. The calculation puts the electronic energy at -1652.92793 a.u. The value obtained for the LUMO energy (spin up / spin down) is -0.036 / -0.044 Eh. Its expectation value of S² is 0.752.

The geometry in ORCA input format:
```
! RIJCOSX wB97M-V def2-TZVPD def2/J DEFGRID3
* xyz 0 2
O 0.5503 0.3633 -2.3692
C 0.5586 1.1657 -1.2690
C 0.0449 0.4983 -0.0116
O -0.5676 -0.6396 -0.2764
C -0.5173 -2.0175 0.4628
O 0.4119 -2.4439 1.0940
O -1.7417 -2.5248 0.5018
Yb 0.0709 -1.7126 -2.9839
H -0.0957 2.0627 -1.3760
H 1.5633 1.5664 -1.0336
H -2.1395 -2.3640 1.3685
C 0.0908 1.0036 1.2988
C 0.7324 2.1773 1.6804
H -0.3496 0.3454 2.0582
H 1.3884 2.5196 0.8553
*
```

Mulliken atomic charge list, values in e, 5 entries: O -0.66; C -0.33; C 0.65; O -0.16; C 0.44



Record 2
Here is a structure of composition C12H26CdN6O6 at a distorted geometry from the OMol25 dataset. Energies are from ωB97M-V/def2-TZVPD.

As for the HOMO-LUMO gap (spin up / spin down): 3.723 / 3.778 eV. The energy relative to the best compared isomer or geometry (same formula, charge and spin) is 0.0 kcal/mol. The calculation puts the electronic energy at -1420.24421 a.u. The value obtained for the LUMO energy (spin up / spin down) is -0.049 / -0.049 Eh.

The geometry in ORCA input format:
```
! RIJCOSX wB97M-V def2-TZVPD def2/J DEFGRID3
* xyz 0 1
O 0.0070 0.1736 -5.6574
H -0.5093 -0.0195 -6.4682
Cd 0.1293 -0.0727 -0.5595
N 0.3250 2.0692 0.3303
N 1.5836 1.1676 -1.6892
N -1.5718 -1.2822 0.4478
N -0.3163 -1.8946 -1.7326
O -0.3901 2.4314 1.3172
O -2.0935 -1.0692 1.7634
O 0.2710 -2.1776 -2.9768
O 1.9933 0.6670 -2.7774
C 2.0754 2.3319 -1.1813
C 1.4365 2.7692 0.0141
C -1.6181 -2.5637 0.1185
C -0.9464 -2.9015 -1.1398
C 1.8944 3.8313 0.9406
H 2.1611 3.4032 1.9207
H 1.0962 4.5661 1.1142
H 2.7705 4.3439 0.5422
C 3.2279 3.0033 -1.8216
H 2.9988 3.2609 -2.8623
H 4.0927 2.3277 -1.8372
H 3.5086 3.9223 -1.2995
C -2.1461 -3.5845 1.0678
C -0.8957 -4.2852 -1.6875
H -2.7402 -3.1065 1.8477
H -1.3077 -4.1015 1.5585
H -2.7489 -4.3641 0.5919
H -0.0982 -4.3653 -2.4337
H -1.8370 -4.5578 -2.1836
H -0.7162 -4.9980 -0.8728
H -2.1388 -0.0911 1.8704
H 0.8223 -1.3841 -3.1764
C -0.9171 0.7596 -4.7365
H -0.3424 1.4224 -4.0780
H -1.3554 -0.0341 -4.1137
H -1.7127 1.3250 -5.2621
O -2.0838 1.2489 -1.0048
H -2.7240 0.6106 -0.6179
H -2.0494 1.9820 -0.3694
C -0.8802 0.6450 4.4883
N 0.2919 -0.0712 3.9860
C 1.1683 -0.7402 4.9282
C 0.6158 -0.1071 2.7225
N 1.0860 -0.2515 1.6552
H -0.8703 0.6446 5.5815
H -1.8074 0.1777 4.1443
H -0.9001 1.6777 4.1324
H 1.1742 -1.8180 4.7257
H 2.2056 -0.3993 4.8069
H 0.7816 -0.5213 5.9230
*
```

Mulliken atomic charge list, values in e, 5 entries: O -0.52; H 0.29; Cd 0.69; N 0.45; N 0.61



Record 3
Here is an isolated molecule of C19H22N2OS from the OMol25 dataset. Energies are from ωB97M-V/def2-TZVPD.

As for the HOMO-LUMO gap: 8.224 eV. The energy relative to the best compared isomer or geometry (same formula, charge and spin) is 0.6 kcal/mol. The calculation puts the electronic energy at -1320.18081 a.u. The value obtained for the LUMO energy is -0.003 Eh. As for the structure (SMILES): CC(=O)c1cccc(NC(=S)NCCCCc2ccccc2)c1.

The geometry in ORCA input format:
```
! RIJCOSX wB97M-V def2-TZVPD def2/J DEFGRID3
* xyz 0 1
C 0.8982 4.1914 -3.1306
C 0.5750 2.7242 -3.0049
O -0.3569 2.2233 -3.5909
C 1.4586 1.9090 -2.1239
C 1.1119 0.5756 -1.9341
C 1.8779 -0.2596 -1.1268
C 3.0337 0.2491 -0.5318
C 3.3758 1.5778 -0.7152
C 2.5965 2.4131 -1.4946
H 2.8895 3.4424 -1.6205
H 4.2727 1.9603 -0.2511
H 3.6856 -0.4007 0.0327
N 1.4844 -1.5893 -0.9752
C 1.4316 -2.3564 0.1549
N 1.8639 -1.8256 1.3143
H 2.0768 -0.8371 1.3221
C 1.5608 -2.3992 2.6035
C 0.4723 -1.6199 3.3486
C -0.8447 -1.5294 2.5671
H -1.6833 -1.5194 3.2658
H -0.9544 -2.4173 1.9429
C -0.9467 -0.2730 1.6913
C -2.1837 -0.3076 0.8375
C -2.2558 -1.1751 -0.2461
C -3.3883 -1.2236 -1.0372
C -4.4679 -0.4038 -0.7544
C -4.4083 0.4592 0.3252
C -3.2729 0.5053 1.1158
H -3.2318 1.1833 1.9573
H -5.2478 1.1001 0.5533
H -5.3522 -0.4386 -1.3733
H -3.4292 -1.9025 -1.8763
H -1.4213 -1.8252 -0.4658
H -0.0760 -0.1947 1.0372
H -0.9623 0.6116 2.3328
H 0.3019 -2.1339 4.2955
H 0.8330 -0.6139 3.5800
H 1.2349 -3.4269 2.4303
H 2.4779 -2.4167 3.2018
S 0.8332 -3.8916 0.0118
H 0.9814 -1.9957 -1.7536
H 0.2240 0.2009 -2.4226
H 0.1546 4.6677 -3.7643
H 0.8952 4.6636 -2.1508
H 1.8821 4.3183 -3.5773
*
```

Mulliken atomic charge list, values in e, 5 entries: C -1.41; C 0.96; O -0.59; C -0.01; C -0.43



Record 4
Here is an isolated molecule of C3H5NO3 at a distorted geometry from the OMol25 dataset. Energies are from ωB97M-V/def2-TZVPD.

As for the HOMO-LUMO gap: 9.743 eV. The energy relative to the best compared isomer or geometry (same formula, charge and spin) is 150.5 kcal/mol. The calculation puts the electronic energy at -397.59679 a.u. The value obtained for the LUMO energy is 0.007 Eh. As for the structure (SMILES): C=C(C)O[N+](=O)[O-].

The geometry in ORCA input format:
```
! RIJCOSX wB97M-V def2-TZVPD def2/J DEFGRID3
* xyz 0 1
C -0.7910 -0.0436 1.1152
C 0.3643 0.1813 0.4642
C 0.6735 -0.2338 -0.9050
N 1.3396 2.0971 1.7746
O 0.2221 2.4306 1.9606
O 2.3477 2.5246 2.1817
O 1.4425 0.8176 1.0104
H -0.9537 0.1010 2.2397
H -1.7246 -0.4301 0.6244
H 1.0635 -1.2692 -0.9876
H -0.0756 -0.0786 -1.5826
H 1.4927 0.5252 -1.1165
*
```

Mulliken atomic charge list, values in e, 5 entries: C -0.72; C 0.64; C -1.00; N 1.05; O -0.47



Record 5
Here is an isolated molecule of C26H28N4O2S at a distorted geometry from the OMol25 dataset. Energies are from ωB97M-V/def2-TZVPD.

As for the HOMO-LUMO gap: 8.044 eV. The energy relative to the best compared isomer or geometry (same formula, charge and spin) is 0.0 kcal/mol. The calculation puts the electronic energy at -1775.24100 a.u. The value obtained for the LUMO energy is -0.001 Eh. As for the structure (SMILES): CCCSc1ccc(-c2nn(-c3ccccc3)cc2/C=C(/C#N)C(=O)NCCCOC)cc1.

The geometry in ORCA input format:
```
! RIJCOSX wB97M-V def2-TZVPD def2/J DEFGRID3
* xyz 0 1
C -4.4859 1.0879 3.2198
C -5.9833 0.8389 3.0898
C -6.3950 0.3499 1.7080
H -7.4809 0.2842 1.6376
H -6.0326 1.0106 0.9235
S -5.8320 -1.3553 1.3589
C -4.1480 -1.1826 0.8370
C -3.6899 -0.1240 0.0650
C -2.3646 -0.0690 -0.3184
C -1.4761 -1.0822 0.0378
C -1.9495 -2.1516 0.8006
C -3.2681 -2.2022 1.1939
H -3.6354 -3.0275 1.7847
H -1.2620 -2.9343 1.0796
C -0.0733 -1.0286 -0.3340
N 0.8574 -1.5736 0.4274
N 2.0349 -1.3158 -0.1452
C 1.8846 -0.5952 -1.2770
C 0.5312 -0.3766 -1.4512
C -0.1074 0.3250 -2.5317
C 0.4383 1.3815 -3.1645
C -0.2157 2.0010 -4.2445
N -0.7631 2.5268 -5.1056
C 1.7613 1.9936 -2.7720
O 2.7223 2.0185 -3.5105
N 1.7306 2.5513 -1.5421
H 0.9719 2.3329 -0.9120
C 2.9092 3.1117 -0.9239
C 3.4452 2.2361 0.2118
C 2.5027 2.1642 1.4098
O 1.2859 1.5470 1.0400
C 0.4181 1.3527 2.1278
H 0.8734 0.6996 2.8808
H 0.1553 2.3079 2.5991
H -0.4793 0.8775 1.7370
H 2.3008 3.1764 1.7956
H 2.9785 1.5831 2.2151
H 4.3970 2.6446 0.5533
H 3.6199 1.2265 -0.1597
H 3.6626 3.2051 -1.7100
H 2.6680 4.1089 -0.5408
H -1.0759 -0.0435 -2.8492
H 2.6998 -0.3148 -1.9111
C 3.2197 -1.7257 0.4718
C 4.4571 -1.5673 -0.1453
C 5.6057 -1.9679 0.5129
C 5.5339 -2.5266 1.7778
C 4.3004 -2.6893 2.3881
C 3.1464 -2.2913 1.7426
H 2.1763 -2.4071 2.1984
H 4.2374 -3.1276 3.3728
H 6.4353 -2.8363 2.2841
H 6.5631 -1.8431 0.0301
H 4.5345 -1.1457 -1.1351
H -2.0162 0.7826 -0.8845
H -4.3578 0.6657 -0.2437
H -6.5239 1.7682 3.2903
H -6.2963 0.1028 3.8329
H -4.1477 1.8039 2.4731
H -3.9266 0.1645 3.0877
H -4.2577 1.4859 4.2056
*
```

Mulliken atomic charge list, values in e, 5 entries: C -1.04; C -0.40; C -0.59; H 0.39; H 0.28